a.
C6H12O3 | wB97M-V/def2-TZVPD

Geometry as ORCA input:
```
! wB97M-V def2-TZVPD RIJCOSX def2/J DEFGRID3
* xyz 0 1
C 0.2849 -0.5556 -0.1953
C -1.1795 0.8356 0.7705
C -0.2112 -0.4788 -1.6197
C 0.0050 -1.7895 0.6304
C -1.4060 2.1978 0.1687
C 0.8504 0.5506 0.3854
O 2.1932 -1.0663 -0.7820
O 2.8787 -1.3304 0.4829
O 1.5490 1.3920 0.7596
H 3.5701 -0.6538 0.4566
H -1.9502 0.1149 0.5134
H -1.0305 0.8338 1.8500
H -1.2906 -0.6378 -1.6566
H 0.0242 0.4761 -2.0870
H 0.2972 -1.2657 -2.1766
H -1.0679 -1.9864 0.6666
H 0.3928 -1.6986 1.6429
H 0.5237 -2.6154 0.1465
H -0.5855 2.8849 0.3885
H -1.5283 2.1420 -0.9159
H -2.3195 2.6506 0.5712
*
```

Properties
Frontier orbital gap (spin up / spin down), eV: 8.04 / 8.04
Highest occupied orbital energy (spin up / spin down), eV: -7.4 / -7.4

Atom charges from the Mulliken analysis, given in e for atoms 1 to 6: 1.4176, -0.6489, -1.4632, -1.3975, -1.0745, 0.1557


b.
C6H12O3 | wB97M-V/def2-TZVPD

Geometry as ORCA input:
```
! wB97M-V def2-TZVPD RIJCOSX def2/J DEFGRID3
* xyz 0 1
C 1.4339 0.8476 -1.2421
C 0.4504 1.0005 -0.3065
O 0.4824 2.1020 0.5805
C -0.9945 0.5285 -0.5520
O -1.0777 -0.4663 -1.5348
O -1.8192 1.6262 -0.8989
C -1.3064 -0.0842 0.7928
C 0.2371 -0.9102 1.2525
C 0.9547 -1.8783 0.3352
H 1.2424 0.3285 -2.1743
H 2.4711 1.0784 -1.0338
H 1.1908 2.6861 0.2706
H -1.8460 -0.3138 -2.1009
H -2.0130 2.1153 -0.0865
H -1.4490 0.6601 1.5770
H -2.0781 -0.8515 0.8066
H -0.3079 -1.5415 1.9642
H 0.9424 -0.4318 1.9402
H 0.3176 -2.2601 -0.4639
H 1.9007 -1.4763 -0.0322
H 1.2683 -2.7591 0.9063
*
```

Properties
Frontier orbital gap, eV: 9.43
Highest occupied orbital energy, eV: -8.7
SMILES: C=C(O)C(O)(O)CCC

Atom charges from the Mulliken analysis, given in e for atoms 1 to 6: -1.1059, 0.2772, -0.4997, 0.9483, -0.5175, -0.6400


b ends up most stable, edging out the next structure by 0.1512 hartree.


a.
C6H13NO4 | wB97M-V/def2-TZVPD

Geometry as ORCA input:
```
! wB97M-V def2-TZVPD RIJCOSX def2/J DEFGRID3
* xyz 0 1
O -1.8153 1.8741 -0.8077
C -1.2107 0.6068 -0.5352
C -1.0338 0.4163 1.0219
O -1.5210 -0.8399 1.4261
C 0.3940 0.5362 1.6069
O 0.2465 0.3336 2.9775
C 1.4283 -0.4275 0.9356
N 0.7399 -1.4388 0.0816
C 0.6003 -0.9963 -1.3239
C 0.0523 0.4341 -1.4195
O -0.2712 0.7607 -2.7589
H -1.7332 1.9442 -1.7476
H -1.9306 -0.2046 -0.7948
H -1.7083 1.1423 1.4915
H -0.8641 -1.4327 1.0097
H 0.7392 1.5914 1.5014
H -0.3421 -0.4861 3.0121
H 2.1796 0.2043 0.3568
H 1.9853 -0.9357 1.7554
H 1.2876 -2.3240 0.0128
H -0.1267 -1.7208 -1.7738
H 1.5433 -1.0766 -1.8441
H 0.7919 1.1040 -1.0258
H 0.5688 0.9351 -3.1579
*
```

Properties
Frontier orbital gap, eV: 10.03
Highest occupied orbital energy, eV: -9.6
SMILES: O[C@@H]1[C@@H](O)[C@@H](O)CNC[C@H]1O

Atom charges from the Mulliken analysis, given in e for atoms 1 to 6: -0.5850, -0.1379, -0.2270, -0.6918, -0.2865, -0.6209


b.
C6H13NO4 | wB97M-V/def2-TZVPD

Geometry as ORCA input:
```
! wB97M-V def2-TZVPD RIJCOSX def2/J DEFGRID3
* xyz 0 1
C -2.0333 1.0633 -0.1682
O -1.9643 -0.3355 -0.4276
C -0.6287 -0.9210 -0.2635
C 0.0630 -0.7385 0.9764
N -0.6847 -0.4015 2.1733
C 1.0897 0.3944 0.7446
O 2.3700 -0.0247 1.0899
C 1.0480 0.6425 -0.8044
O 2.3371 0.7037 -1.3933
C 0.2111 -0.4681 -1.3708
O -0.4658 -0.3149 -2.6047
H -1.9376 1.4488 -1.2043
H -3.0822 1.1284 0.1005
H -1.3060 1.5804 0.4676
H -0.9391 -1.9612 -0.1780
H 0.6028 -1.6584 1.1831
H -0.0259 -0.4769 2.9228
H -1.3535 -1.1019 2.3830
H 0.7694 1.2042 1.3973
H 3.1169 0.6285 0.8762
H 0.4389 1.5513 -1.1601
H 2.8303 -0.0115 -0.9695
H 0.8704 -1.3265 -1.4562
H -1.3262 -0.6048 -2.3143
*
```

Properties
Frontier orbital gap, eV: 10.40
Highest occupied orbital energy, eV: -9.8
SMILES: CO[C@@H]1[C@H](N)[C@@H](O)[C@@H](O)[C@@H]1O

Atom charges from the Mulliken analysis, given in e for atoms 1 to 6: -0.7436, -0.5230, 0.3951, -0.1968, -0.6818, -0.1675


a ends up most stable, edging out the next structure by 0.0553 hartree.


a.
C6H13NO4 | wB97M-V/def2-TZVPD

Geometry as ORCA input:
```
! wB97M-V def2-TZVPD RIJCOSX def2/J DEFGRID3
* xyz 0 1
O -2.8727 0.7631 -0.4766
C -2.0419 -0.2443 -1.0618
C -1.2173 -0.6252 0.2776
N -0.9640 0.4067 1.1633
C -0.0007 1.4584 0.7488
C 1.3503 0.7661 0.3705
O 2.1567 1.7149 -0.3585
C 1.0312 -0.3444 -0.6108
O 2.1564 -0.9717 -0.9956
C 0.0983 -1.3520 -0.0603
O 0.4736 -1.9459 1.1337
H -3.6184 0.9325 -1.0040
H -2.6459 -1.1101 -1.4304
H -1.3891 0.1644 -1.9728
H -1.8245 -1.3814 0.8879
H -1.8544 0.8857 1.3829
H -0.3598 2.1592 -0.1696
H 0.1110 2.1828 1.6071
H 1.8652 0.3136 1.3079
H 2.1089 2.4877 0.2383
H 0.5904 0.1461 -1.4985
H 2.9956 -0.4968 -0.9865
H -0.0901 -2.2121 -0.7371
H 0.2278 -1.3529 1.8244
*
```

Properties
Frontier orbital gap, eV: 9.73
Highest occupied orbital energy, eV: -9.1
SMILES: OC[C@@H]1NC[C@H](O)[C@@H](O)[C@H]1O

Atom charges from the Mulliken analysis, given in e for atoms 1 to 6: -0.5435, -0.6639, 0.0090, -0.4343, -0.8079, 0.1922


b.
C6H13NO4 | wB97M-V/def2-TZVPD

Geometry as ORCA input:
```
! wB97M-V def2-TZVPD RIJCOSX def2/J DEFGRID3
* xyz 0 1
N 1.9616 -1.3345 -1.0154
C 2.2591 -0.7133 0.2867
C 1.8555 0.7482 0.3461
C 0.3901 0.9777 0.7378
C -0.5150 1.3295 -0.4319
C -0.9669 0.1223 -1.2302
O -2.3096 -0.2733 -0.8950
C -2.3813 -1.1641 0.0530
O -1.7741 -2.1413 0.1558
O -3.3871 -0.9183 0.9298
O -3.4515 0.4737 1.1493
H 1.5941 -2.2662 -0.8986
H 2.8063 -1.3876 -1.5590
H 1.8372 -1.2708 1.1082
H 3.3369 -0.7357 0.4265
H 2.1160 1.2694 -0.5619
H 2.4563 1.1917 1.1314
H 0.0065 0.1534 1.3283
H 0.3844 1.8418 1.3923
H -0.0346 2.0507 -1.0717
H -1.4069 1.8191 -0.0661
H -0.9884 0.4003 -2.2712
H -0.2779 -0.7047 -1.1555
H -3.5107 0.5320 2.1114
*
```

Properties
Frontier orbital gap, eV: 10.09
Highest occupied orbital energy, eV: -9.4
SMILES: NCCCCCOC(=O)OO

Atom charges from the Mulliken analysis, given in e for atoms 1 to 6: -0.5192, -0.6706, -0.6259, -0.5490, -0.8231, -0.4731


c.
C6H13NO4 | wB97M-V/def2-TZVPD

Geometry as ORCA input:
```
! wB97M-V def2-TZVPD RIJCOSX def2/J DEFGRID3
* xyz 0 1
C 2.5414 -0.7902 -0.1804
C 1.1341 -0.3461 0.2873
N 0.2306 -1.5312 0.0427
C -1.1400 -1.1226 0.2467
O -1.9499 -1.6453 -0.7858
C -1.6338 0.2384 0.4154
O -1.2097 0.9278 1.7140
C -0.9990 0.8987 -0.6049
O -1.2864 2.2500 -1.2062
C 0.6801 0.9265 -0.4776
O 1.1666 1.9746 0.3312
H 3.1453 -1.3543 0.7728
H 2.6953 -1.1963 -1.2811
H 3.2356 0.2474 -0.4090
H 1.2903 -0.2644 1.3188
H 0.3249 -1.8637 -1.0501
H -1.4923 -1.5592 1.3134
H -1.9668 -2.5911 -0.4343
H -2.7203 0.0751 0.4133
H -1.8693 0.8296 2.5196
H -1.2306 0.2886 -1.5226
H -0.5227 2.9751 -0.9385
H 0.8714 0.8950 -1.5746
H 0.7053 1.7376 1.0898
*
```

Properties
Frontier orbital gap, eV: 9.78
Highest occupied orbital energy, eV: -9.3
SMILES: C[C@@H]1N[C@H](O)[C@@H](O)[C@@H](O)[C@H]1O

Atom charges from the Mulliken analysis, given in e for atoms 1 to 6: -1.1446, 0.3167, -0.4310, -0.0884, -0.5335, -0.0303


a ends up most stable, edging out the next structure by 0.0463 hartree.


a.
C5H13N | wB97M-V/def2-TZVPD

Geometry as ORCA input:
```
! wB97M-V def2-TZVPD RIJCOSX def2/J DEFGRID3
* xyz 1 2
C -1.9536 -0.7108 -0.3436
C -2.5674 0.4136 0.3420
C -0.6953 -0.2748 -0.9871
N 0.5148 -0.3611 -0.1511
C 1.6573 0.6999 0.1582
C 3.0778 0.0548 0.6719
H -2.6785 -1.0568 -0.9690
H -1.7511 -1.6459 0.0881
H -3.4618 -0.0192 0.8721
H -1.8663 0.7817 1.1460
H -2.9957 1.2068 -0.2892
H -0.4213 -1.0155 -1.7689
H -0.7775 0.7046 -1.5976
H 0.5611 -1.2890 0.2337
H 1.1312 1.4313 0.9443
H 1.9392 1.2458 -0.6907
H 3.5727 -0.4763 -0.1829
H 2.9345 -0.5754 1.5672
H 3.7799 0.8862 0.9568
*
```

Properties
Frontier orbital gap (spin up / spin down), eV: 12.55 / 8.55
Highest occupied orbital energy (spin up / spin down), eV: -15.4 / -15.7
<S²>: 0.7551

Atom charges from the Mulliken analysis, given in e for atoms 1 to 6: -0.6773, -1.0419, -0.4257, 0.0081, -0.3001, -1.0629


b.
C5H13N | wB97M-V/def2-TZVPD

Geometry as ORCA input:
```
! wB97M-V def2-TZVPD RIJCOSX def2/J DEFGRID3
* xyz 1 2
C 2.3184 0.9662 0.5972
C 1.6505 0.2371 -0.3206
C 0.5849 -0.6707 -0.1102
C -0.3923 -0.9837 -1.1124
C 0.3141 -1.1803 1.2630
N -2.7780 0.3492 -0.2611
H 3.1221 1.5670 0.2163
H 1.9402 1.1759 1.5921
H -0.3627 2.0574 0.5694
H 1.8116 0.4935 -1.3667
H -0.4778 2.1768 -0.1573
H -0.6086 -2.0518 -1.1483
H -0.1695 -0.6243 -2.1178
H -1.3456 -0.4425 -0.7643
H 1.0762 -0.8315 1.9466
H 0.2491 -2.2720 1.2526
H -0.7087 -0.8657 1.4808
H -3.5926 -0.1779 -0.5808
H -2.6314 1.0769 -0.9784
*
```

Properties
Frontier orbital gap (spin up / spin down), eV: 8.52 / 8.60
Highest occupied orbital energy (spin up / spin down), eV: -14.8 / -15.1
<S²>: 0.7551

Atom charges from the Mulliken analysis, given in e for atoms 1 to 6: -0.5571, -0.4774, 1.1638, -0.7488, -1.1210, -0.5785


a ends up most stable, edging out the next structure by 0.0707 hartree.


a.
C3H5PS | wB97M-V/def2-TZVPD

Geometry as ORCA input:
```
! wB97M-V def2-TZVPD RIJCOSX def2/J DEFGRID3
* xyz 0 1
S -0.4261 -1.6673 1.1004
C -0.9517 -0.0329 0.3772
C 0.2964 0.6431 -0.1097
C 0.8637 0.2797 -1.4415
P 0.2482 1.8450 -1.5462
H 0.5419 -1.1893 1.9289
H -1.5529 -0.4928 -0.4969
H -1.5746 0.3566 1.2684
H 1.1566 0.7461 0.7088
H 1.3985 -0.4880 -1.7893
*
```

Properties
Frontier orbital gap, eV: 8.64
Highest occupied orbital energy, eV: -8.8
SMILES: SC[C@H]1C=P1

Atom charges from the Mulliken analysis, given in e for atoms 1 to 6: -0.2237, -0.6318, -0.0393, -0.4738, -0.0770, 0.1075


b.
C3H5PS | wB97M-V/def2-TZVPD

Geometry as ORCA input:
```
! wB97M-V def2-TZVPD RIJCOSX def2/J DEFGRID3
* xyz 0 1
C -2.2898 -1.2318 0.8483
P -1.6704 -0.5438 -0.4842
C -0.5132 0.7974 -0.4534
C 0.8149 0.5359 0.2416
S 1.6641 -1.0458 -0.1100
H -2.6072 -2.2734 0.7322
H -0.4416 1.6566 -1.1520
H 0.6751 0.2679 1.3566
H 1.2560 1.5340 0.1994
H 2.1326 -0.9175 -1.3269
*
```

Properties
Frontier orbital gap (spin up / spin down), eV: 7.44 / 7.12
Highest occupied orbital energy (spin up / spin down), eV: -8.6 / -8.4
SMILES: C#P=CCS

Atom charges from the Mulliken analysis, given in e for atoms 1 to 6: -0.2950, -0.0128, -0.2380, -0.5883, -0.1820, 0.2355


a ends up most stable, edging out the next structure by 0.0943 hartree.


a.
C2H9N3O | wB97M-V/def2-TZVPD

Geometry as ORCA input:
```
! wB97M-V def2-TZVPD RIJCOSX def2/J DEFGRID3
* xyz 0 1
C -0.8917 0.1229 -0.4347
C 0.9649 -0.4799 0.8953
N -0.1519 0.4010 0.6397
N 0.4408 1.3121 -1.4304
N -1.9382 -0.8001 0.9754
O 1.7504 0.8182 -1.6438
H 1.6460 0.2117 -2.3869
H 0.6110 2.1329 -0.8471
H -2.3321 -0.1482 1.6506
H -1.4904 -1.5516 1.4962
H -1.6993 0.7852 -0.7061
H -0.7387 -0.7482 -1.0676
H 1.1764 -0.4958 1.9636
H 0.8168 -1.5001 0.5223
H 1.8358 -0.0601 0.3733
*
```

Properties
Frontier orbital gap (spin up / spin down), eV: 8.58 / 7.88
Highest occupied orbital energy (spin up / spin down), eV: -8.1 / -7.7

Atom charges from the Mulliken analysis, given in e for atoms 1 to 6: -0.0610, -0.7711, -0.4050, -0.4241, -0.6803, -0.3633


b.
C2H9N3O | wB97M-V/def2-TZVPD

Geometry as ORCA input:
```
! wB97M-V def2-TZVPD RIJCOSX def2/J DEFGRID3
* xyz 0 1
H -1.3247 1.0042 -2.7813
N -1.1141 0.9535 -1.8016
C -0.2417 0.1315 -1.2459
N 0.2553 -1.0539 -1.9709
N 0.1943 0.2246 0.1403
C 0.0390 1.5028 0.8286
H -0.5621 -1.3095 -2.6929
H 1.1703 -1.3042 -2.1028
H 0.9155 -0.3749 0.5851
H -0.6188 1.4110 1.6742
H 1.0695 1.9939 1.0246
H -0.3580 2.4236 0.3526
O 0.4177 -1.7115 2.8361
H -0.4643 -1.5172 2.8599
H 0.6222 -2.3740 2.2941
*
```

Properties
Frontier orbital gap, eV: 9.52
Highest occupied orbital energy, eV: -8.8
SMILES: [H]/N=C(\N)NC.O

Atom charges from the Mulliken analysis, given in e for atoms 1 to 6: 0.2327, -0.6625, 0.3984, -0.4686, -0.1368, -0.9148


c.
C2H9N3O | wB97M-V/def2-TZVPD

Geometry as ORCA input:
```
! wB97M-V def2-TZVPD RIJCOSX def2/J DEFGRID3
* xyz 0 1
H -1.8115 2.0815 -0.7075
N -1.2273 1.4479 -0.1577
C -1.9930 0.6531 0.5233
N -1.5740 -0.5249 1.0539
H -2.9004 1.0517 0.9570
H -2.0185 -0.8109 1.9067
H -0.7727 -1.0865 0.6971
N 1.1420 -0.8835 0.2770
C 1.5734 -0.4715 -1.0580
O 1.7511 0.9170 -1.0978
H 1.5235 -1.8122 0.5011
H 1.7687 -0.5217 1.0050
H 2.5612 -0.8507 -1.3303
H 0.8355 -0.7453 -1.8411
H 1.1420 1.5563 -0.7286
*
```

Properties
Frontier orbital gap, eV: 9.66
Highest occupied orbital energy, eV: -8.7
SMILES: [H]/N=C/N.NCO

Atom charges from the Mulliken analysis, given in e for atoms 1 to 6: 0.1881, -0.4465, -0.1551, -0.3012, 0.2788, 0.1933


c ends up most stable, edging out the next structure by 0.0237 hartree.